No. 1
The following is a DFT calculation (ωB97M-V with the def2-TZVPD basis set) of C27H22BBrN8O2PdS2 as an isolated structure.

Values from the calculation:
Kohn-Sham gap, eV: 6.87
Energy above the lowest of the compared OMol25 structures with the same formula, charge and spin, kJ/mol: 18.7
Max |F|, Eh/bohr: 0.017

The geometry in ORCA input format:
```
! wB97M-V def2-TZVPD RIJCOSX def2/J DEFGRID3
* xyz 0 1
Pd 0.29657 -0.97621 0.15385
S 1.74237 -0.57710 4.30370
C 0.01348 -0.68550 4.45203
C -0.75811 -0.72030 5.61228
C -2.12417 -0.81818 5.47295
C -2.71885 -0.86630 4.20511
C -1.95671 -0.83552 3.05736
C -0.57435 -0.75632 3.19267
N 0.37922 -0.73938 2.16709
C 1.60225 -0.65839 2.60597
C 2.68904 -0.66510 1.64255
C 4.04322 -0.62683 1.94093
C 4.96356 -0.64418 0.90738
C 4.52621 -0.68110 -0.41165
C 3.16815 -0.72192 -0.71324
C 2.26859 -0.73076 0.32953
H -0.29635 -0.67604 6.58971
H -2.74718 -0.86575 6.35627
H -3.79524 -0.93087 4.12503
H -2.39323 -0.86946 2.07314
H 4.36404 -0.59250 2.97594
H 6.02298 -0.62997 1.12513
H 5.24620 -0.69075 -1.21956
H 2.84039 -0.73559 -1.73991
C -0.81925 2.05100 -4.61326
C 0.39951 1.11991 -4.64204
C 0.23012 -0.02652 -3.69828
N 0.74727 -0.10086 -2.53631
N 0.41029 -1.25551 -1.85772
C -0.39867 -2.05912 -2.55262
N -0.83653 -3.25039 -2.17882
S -0.77343 -1.40237 -4.09856
H -0.67761 2.87513 -5.31185
H -0.96157 2.44815 -3.61067
H -1.72917 1.51603 -4.89022
H 1.29604 1.65751 -4.33494
H 0.54920 0.73448 -5.65205
H -0.64637 -3.59337 -1.25124
H -1.43864 -3.78436 -2.77855
Br 1.92893 3.02882 1.27258
C 0.48867 3.85783 0.34882
C 0.48834 5.24552 0.40378
C -0.50659 5.97252 -0.22711
C -1.51381 5.31515 -0.91483
C -1.50620 3.93415 -0.97374
C -0.50894 3.17588 -0.35723
C -0.62501 1.68091 -0.57272
O -1.41839 1.24094 -1.37251
O 0.18584 0.98319 0.18992
H 1.27814 5.75177 0.94069
H -0.48960 7.05374 -0.17681
H -2.29767 5.87483 -1.40792
H -2.27916 3.39124 -1.50058
N -1.77884 -1.32674 -0.00840
C -2.89919 -1.10304 -0.27044
N -4.12438 -0.88084 -0.41766
C -4.93659 -0.93418 -1.44615
N -5.72065 -0.96339 -2.29775
B 0.69743 -5.62632 0.64916
C 0.68558 -4.06342 0.50564
N 0.62270 -2.91734 0.38934
H -0.45644 -5.97947 0.51372
H 1.12279 -5.87105 1.75413
H 1.40977 -6.07644 -0.22106
*
```

***

No. 2
The following is a DFT calculation (ωB97M-V with the def2-TZVPD basis set) of C27H22ClF10N4O4STa as an isolated structure at a distorted geometry.

Values from the calculation:
Kohn-Sham gap, eV: 8.35
Energy above the lowest of the compared OMol25 structures with the same formula, charge and spin, kJ/mol: 0.0
Max |F|, Eh/bohr: 0.031

The geometry in ORCA input format:
```
! wB97M-V def2-TZVPD RIJCOSX def2/J DEFGRID3
* xyz 0 1
Ta 0.51607 -0.08210 -0.39284
C 0.81378 1.63464 -3.21391
N 1.61606 0.69578 -2.38777
C 1.90575 -0.48118 -3.24394
C 2.02597 -1.67882 -2.35751
N 0.84458 -1.68618 -1.51970
C 0.12060 -2.88847 -1.45397
C -1.14875 -3.00688 -2.00490
F -1.63320 -1.98254 -2.68069
C -1.96330 -4.11339 -1.76342
F -3.25164 -4.04985 -2.10526
C -1.44398 -5.23512 -1.12650
F -2.18185 -6.30499 -0.95621
C -0.16276 -5.19902 -0.66928
F 0.32201 -6.32076 -0.13718
C 0.59377 -4.02678 -0.79285
F 1.83771 -4.11657 -0.28724
C 2.82282 1.42376 -1.93639
C 3.31098 1.07432 -0.51469
N 2.49562 0.07376 0.15826
C 3.21777 -0.60992 1.12673
C 4.35724 -1.31893 0.74905
F 4.62106 -1.45733 -0.58185
C 5.24601 -1.92349 1.60421
F 6.29136 -2.54304 1.07985
C 4.98491 -1.87514 2.94818
F 5.77902 -2.52968 3.80484
C 3.84403 -1.18001 3.39630
F 3.59494 -1.13846 4.71010
C 3.00040 -0.54963 2.50190
F 2.05302 0.21395 3.04540
H 1.36303 1.89800 -4.11037
H 0.53582 2.57388 -2.66903
H -0.06873 1.12604 -3.58410
H 2.81657 -0.37112 -3.82861
H 1.02791 -0.60940 -3.89101
H 2.90234 -1.58766 -1.73110
H 2.10737 -2.57490 -2.96150
H 2.56792 2.49377 -1.92840
H 3.67186 1.26789 -2.62046
H 3.35200 1.99791 0.07678
H 4.30546 0.70631 -0.57535
C -6.85013 1.52996 2.07216
C -5.37674 1.75026 2.13195
C -4.48505 0.66164 2.00302
C -3.11914 0.90293 2.04789
C -2.64802 2.22452 2.23813
C -3.52142 3.28415 2.44789
C -4.88598 3.01992 2.38858
S -0.93579 2.54262 2.10828
O -0.13160 1.74685 2.98211
O -0.69898 3.95679 2.11548
N -0.68078 1.94644 0.51048
C -1.60867 2.53752 -0.50456
C -1.79372 1.51625 -1.59476
O -2.51727 1.75600 -2.52621
O -1.06386 0.40905 -1.45419
H -7.23369 1.67049 1.06848
H -7.42728 2.23607 2.66124
H -7.12550 0.53440 2.38615
H -4.88378 -0.33646 1.87151
H -2.42502 0.11415 1.85575
H -3.10973 4.24716 2.66564
H -5.60440 3.81535 2.50749
H -1.20963 3.48369 -0.89975
H -2.58100 2.83902 -0.08004
Cl -0.04334 -1.29107 1.53664
C 0.69796 2.06461 0.04666
H 0.86458 2.90370 -0.63190
H 1.38647 2.19536 0.87024
*
```

***

No. 3
The following is a DFT calculation (ωB97M-V with the def2-TZVPD basis set) of C27H22F14N5Zr as an isolated structure.

Values from the calculation:
Kohn-Sham gap, eV: 7.70
Max |F|, Eh/bohr: 0.010

The geometry in ORCA input format:
```
! wB97M-V def2-TZVPD RIJCOSX def2/J DEFGRID3
* xyz 1 1
Zr 0.19869 -0.03390 0.32247
C 2.19528 3.02866 0.74267
N 1.01667 2.32770 1.28799
C 1.04849 2.45765 2.75613
C -0.16686 3.05360 0.76398
C -1.48652 2.43396 1.22128
N -1.27550 1.00631 1.40802
C -2.21878 0.23990 2.08033
C -1.76072 -0.97839 2.56999
F -0.41412 -1.22916 2.34997
C -2.54077 -1.90842 3.20750
F -1.99442 -3.05190 3.62106
C -3.88179 -1.63406 3.41333
C -4.36680 -0.42525 2.95289
F -5.65110 -0.12406 3.11787
C -3.56686 0.50106 2.29333
F -4.12092 1.62980 1.83653
H 2.13923 4.09730 0.97488
H 2.23353 2.90451 -0.33690
H 3.10955 2.64466 1.18793
H 0.97788 3.51066 3.05042
H 1.99184 2.06551 3.13458
H 0.22328 1.90586 3.20099
H -0.08204 3.07441 -0.32443
H -0.11732 4.09845 1.09174
H -2.24955 2.63797 0.46563
H -1.82833 2.89789 2.14996
H -4.52997 -2.33924 3.91242
C 2.49308 -1.08094 2.42762
N 2.26107 -0.99718 0.96676
C 3.31219 -0.14562 0.35707
C 2.98830 0.23704 -1.07660
N 1.57720 0.60899 -1.19327
C 1.17238 1.27658 -2.34089
C -0.18763 1.52292 -2.45997
F -0.93860 1.05835 -1.39290
C -0.82536 2.15041 -3.50208
F -2.13884 2.32455 -3.49468
C -0.04192 2.59331 -4.55622
F -0.59037 3.21422 -5.59153
C 1.32530 2.37688 -4.50502
F 2.08573 2.79206 -5.50648
C 1.92480 1.73463 -3.42838
F 3.25239 1.56596 -3.49036
C 2.32732 -2.37439 0.37849
C 0.95655 -3.00248 0.38391
N 0.04753 -2.06336 -0.28140
C -0.90498 -2.57364 -1.16787
C -2.12362 -1.91274 -1.25344
F -2.26500 -0.82034 -0.45263
C -3.15849 -2.27062 -2.08865
F -4.28879 -1.57494 -2.10162
C -2.99101 -3.37533 -2.90793
F -3.95942 -3.75602 -3.73077
C -1.78944 -4.06191 -2.87193
F -1.60512 -5.10167 -3.67445
C -0.76126 -3.65918 -2.03203
F 0.39740 -4.32893 -2.11264
H 3.52949 -1.36771 2.62162
H 1.82991 -1.82229 2.86502
H 2.29908 -0.11463 2.89156
H 4.27274 -0.66871 0.41134
H 3.39116 0.74103 0.98054
H 3.23322 -0.57994 -1.76321
H 3.65072 1.06323 -1.33726
H 3.06759 -2.95411 0.93696
H 2.66631 -2.28017 -0.65117
H 0.62315 -3.19974 1.40902
H 1.00317 -3.96504 -0.11707
*
```

***

No. 4
The following is a DFT calculation (ωB97M-V with the def2-TZVPD basis set) of C27H22IKN6O2S4 as an isolated structure.

Values from the calculation:
Kohn-Sham gap, eV: 4.72
Energy above the lowest of the compared OMol25 structures with the same formula, charge and spin, kJ/mol: 70.3
Max |F|, Eh/bohr: 0.014

The geometry in ORCA input format:
```
! wB97M-V def2-TZVPD RIJCOSX def2/J DEFGRID3
* xyz -2 1
K -1.88807 -0.37916 -0.27773
S -3.90875 1.35416 -1.81747
C -3.31833 2.05175 -3.28008
C -4.15421 2.94007 -4.00588
C -3.77359 3.51896 -5.19967
C -2.52708 3.23991 -5.75896
C -1.68388 2.37805 -5.07948
C -2.04959 1.80208 -3.86072
S -0.83545 0.76271 -3.07493
C 0.18425 2.08212 -2.33577
C 1.10459 1.60399 -1.24877
C 2.47477 1.82616 -1.34126
C 3.27947 1.48884 -0.26529
C 2.69478 0.96233 0.87152
C 1.31641 0.77720 0.88698
C 0.62272 0.32706 2.13526
S -0.09137 1.75742 3.01467
C 1.43477 2.43991 3.63559
C 1.98000 1.81410 4.75908
C 3.18599 2.21667 5.30852
C 3.85116 3.29161 4.71654
C 3.31758 3.93074 3.61582
C 2.08425 3.54703 3.01529
S 1.49122 4.41603 1.65899
N 0.54494 1.05644 -0.17036
H -5.12617 3.15645 -3.58134
H -4.45670 4.19453 -5.70538
H -2.22266 3.68151 -6.70060
H -0.70936 2.13498 -5.48879
H -0.50314 2.81224 -1.90373
H 0.76003 2.56372 -3.12489
H 2.88999 2.27690 -2.23326
H 4.34758 1.66654 -0.30068
H 3.27771 0.74224 1.75701
H 1.32684 -0.16247 2.80806
H -0.15458 -0.39813 1.89954
H 1.42997 0.98805 5.19883
H 3.59266 1.71454 6.17944
H 4.79717 3.63500 5.12530
H 3.83929 4.76482 3.16443
I 4.84608 -6.65817 1.16341
C 3.05533 -5.65112 0.70999
C 1.98637 -6.37006 0.19769
C 0.80559 -5.69921 -0.09112
C 0.68937 -4.33340 0.13411
C 1.77445 -3.63375 0.64760
C 2.96583 -4.28674 0.93616
C -0.61347 -3.60876 -0.17971
O -1.48509 -4.28077 -0.78609
O -0.69789 -2.42179 0.20123
H 2.07320 -7.43529 0.02738
H -0.04905 -6.22400 -0.49793
H 1.66905 -2.56837 0.81554
H 3.81010 -3.73781 1.33303
N -4.16144 -3.49536 -0.66116
N -4.31066 -2.41177 0.17675
N -5.09816 -1.40086 -0.10925
C -4.92993 -0.63338 0.96819
N -4.08802 -1.17793 1.85416
N -3.70239 -2.33067 1.32865
H -4.40683 -3.17072 -1.58821
H -3.15575 -3.77552 -0.66120
H -5.40188 0.32839 1.08495
*
```

***

No. 5
The following is a DFT calculation (ωB97M-V with the def2-TZVPD basis set) of C27H22IrN5O2S as an isolated structure.

Values from the calculation:
⟨S²⟩: 0.797
Kohn-Sham gap (alpha / beta), eV: 6.07 / 5.17
Energy above the lowest of the compared OMol25 structures with the same formula, charge and spin, kJ/mol: 5.1
Max |F|, Eh/bohr: 0.006

The geometry in ORCA input format:
```
! wB97M-V def2-TZVPD RIJCOSX def2/J DEFGRID3
* xyz 1 2
Ir 0.29189 -0.44637 1.10086
C -3.99373 -0.48533 -2.53329
C -2.95590 0.14937 -3.21126
C -1.80830 0.51360 -2.54466
C -1.68318 0.25234 -1.16236
C -2.71841 -0.43675 -0.49736
C -3.86281 -0.78530 -1.17923
N -0.55435 0.57199 -0.45563
C 0.36904 1.50022 -0.93215
C 0.07055 2.58284 -1.76416
C 1.08108 3.43782 -2.16480
C 2.39923 3.24684 -1.75442
C 2.71518 2.20878 -0.89559
C 1.70102 1.36252 -0.48910
N 1.88555 0.32760 0.45530
N 3.01801 0.05101 0.93258
C 2.91681 -0.87846 1.96944
C 4.05755 -1.34866 2.59705
C 3.90929 -2.24794 3.63699
C 2.63525 -2.64443 4.02301
C 1.53695 -2.13093 3.35950
N 1.67645 -1.26159 2.35749
H -4.89279 -0.76721 -3.06464
H -3.03339 0.33033 -4.27475
H -0.97255 0.92164 -3.09549
H -2.60889 -0.68109 0.54944
H -4.65807 -1.30067 -0.65820
H -0.95110 2.77088 -2.06109
H 0.83655 4.27970 -2.79819
H 3.17186 3.92720 -2.08342
H 3.71824 2.05927 -0.52274
H 5.02343 -1.00676 2.25578
H 4.78004 -2.64058 4.14347
H 2.48768 -3.34920 4.82803
H 0.52123 -2.40874 3.60719
O 0.84425 3.08969 2.61777
C -0.03185 2.33832 2.94843
C -1.11956 2.56543 4.00121
C -1.96112 1.27757 4.01080
C -1.27870 0.45419 2.96004
O -1.51926 -0.69938 2.51765
N -0.24014 1.07115 2.41290
H -1.69405 3.44760 3.72257
H -0.64531 2.77726 4.95798
H -3.00640 1.43286 3.74434
H -1.94637 0.75063 4.96477
S 0.39539 -2.47322 -0.04383
C 0.00333 -2.17625 -1.74927
C 0.86900 -1.47419 -2.58595
C 0.54992 -1.28179 -3.92224
C -0.62416 -1.81144 -4.44282
C -1.47722 -2.53085 -3.61799
C -1.17243 -2.70477 -2.27531
H 1.80951 -1.10374 -2.19671
H 1.23294 -0.73960 -4.56411
H -0.86280 -1.67786 -5.48977
H -2.38883 -2.95577 -4.01836
H -1.84555 -3.24979 -1.62571
*
```

***

No. 6
The following is a DFT calculation (ωB97M-V with the def2-TZVPD basis set) of a 2-piece molecular cluster, C27H22NO8S3 overall at a distorted geometry.

Values from the calculation:
Kohn-Sham gap, eV: 3.81
Max |F|, Eh/bohr: 0.118

The geometry in ORCA input format:
```
! wB97M-V def2-TZVPD RIJCOSX def2/J DEFGRID3
* xyz -1 1
C 3.11348 -4.26617 1.74323
C 3.54003 -3.39297 0.73866
C 3.51382 -2.01670 0.95604
C 3.03416 -1.51601 2.16441
S 2.98166 0.27494 2.42055
C 1.30849 0.79878 2.00486
C 0.70826 1.91628 2.46166
S 0.46583 0.00691 0.70066
C -0.80271 -1.05638 1.35094
C -0.64808 -2.44576 1.28534
C -1.57208 -3.26196 1.94139
C -2.65391 -2.69257 2.62027
C -2.84627 -1.30654 2.59826
C -1.92419 -0.48178 1.95188
O -0.28013 1.15000 0.09170
O 1.34057 -0.75271 -0.16040
O 3.17640 0.54189 3.82825
O 3.85385 0.84390 1.41422
C 2.64135 -2.37877 3.18841
C 2.66204 -3.75786 2.96559
H 3.13807 -5.34414 1.57336
H 3.89403 -3.76456 -0.22498
H 3.87516 -1.33244 0.19047
H -0.25177 2.22887 2.06913
H 1.15540 2.43364 3.30849
H 0.18824 -2.86212 0.72317
H -1.43567 -4.34311 1.91608
H -3.35478 -3.33310 3.15958
H -3.70866 -0.85342 3.08604
H -2.06151 0.59722 1.89835
H 2.31524 -1.96181 4.14152
H 2.32321 -4.43105 3.75598
C -4.35113 4.82260 0.25336
C -4.54957 4.44449 -1.07902
C -3.49455 3.90034 -1.81752
C -2.25441 3.71085 -1.20024
S -0.85340 3.02413 -2.10370
C -0.90626 1.26041 -1.71944
C -0.07123 0.35682 -2.51387
C -0.28982 -1.04829 -2.44697
C 0.48915 -1.93431 -3.16876
C 1.47923 -1.43777 -4.04413
N 2.31553 -2.33725 -4.76309
O 3.12008 -1.87185 -5.60223
O 2.22076 -3.56451 -4.52864
C 1.68337 -0.05097 -4.15920
C 0.96592 0.81867 -3.35370
O -1.12314 3.27555 -3.49604
O 0.31464 3.58027 -1.46087
C -2.04466 4.09917 0.12089
C -3.10125 4.64304 0.85311
H -5.16808 5.27278 0.81968
H -5.52329 4.58300 -1.55220
H -3.62860 3.61984 -2.86114
H -1.90332 0.93628 -1.42984
H -1.07575 -1.44432 -1.79841
H 0.36341 -3.01166 -3.07087
H 2.42678 0.32269 -4.85795
H 1.25661 1.86617 -3.33722
H -1.05793 3.98682 0.56637
H -2.92865 4.93655 1.88851
*
```

***

No. 7
The following is a DFT calculation (ωB97M-V with the def2-TZVPD basis set) of C27H23Cl2IN4O4Ru as an isolated structure at a distorted geometry.

Values from the calculation:
⟨S²⟩: 8.758
Kohn-Sham gap (alpha / beta), eV: 7.86 / 5.97
Energy above the lowest of the compared OMol25 structures with the same formula, charge and spin, kJ/mol: 97.4
Max |F|, Eh/bohr: 0.028

The geometry in ORCA input format:
```
! wB97M-V def2-TZVPD RIJCOSX def2/J DEFGRID3
* xyz 1 6
Ru -0.15608 0.39640 0.52761
C -1.66098 0.32630 -2.39030
N -1.05541 -0.70698 -1.55506
C -2.02406 -1.75436 -1.23832
C -1.75446 -2.43884 0.07619
C -2.53019 -3.52754 0.46614
C -2.28250 -4.12702 1.68777
C -1.24069 -3.64503 2.46527
C -0.52164 -2.55612 2.00436
N -0.78799 -1.96062 0.84848
C 0.16322 -1.25580 -2.16935
C 1.45892 -0.71533 -1.60617
C 2.50001 -0.27761 -2.41000
C 3.72914 0.00785 -1.82891
C 3.88765 -0.17457 -0.46389
C 2.78390 -0.56335 0.28121
N 1.60712 -0.82550 -0.27931
C -0.93320 1.63717 -2.31662
C -0.67582 2.39930 -3.44468
C -0.14168 3.66966 -3.29250
C 0.07140 4.14420 -2.01055
C -0.23197 3.32286 -0.93413
N -0.68927 2.08803 -1.08402
H -2.66010 0.53244 -1.99398
H -1.76323 -0.01227 -3.43122
H -2.06536 -2.50694 -2.03963
H -3.01927 -1.31059 -1.16244
H -3.31873 -3.88422 -0.17683
H -2.88627 -4.95577 2.02396
H -1.00099 -4.09436 3.41420
H 0.28642 -2.13718 2.58591
H 0.15120 -1.09626 -3.25340
H 0.18978 -2.33491 -1.98397
H 2.35216 -0.16405 -3.47291
H 4.54870 0.35159 -2.44195
H 4.83449 0.00827 0.01895
H 2.84218 -0.68395 1.35878
H -0.90885 2.00691 -4.41997
H 0.07076 4.28304 -4.15334
H 0.46215 5.13282 -1.83382
H -0.13586 3.69187 0.07708
I -4.76001 3.47726 7.46876
C -3.76310 2.53594 5.85978
C -4.46726 2.25521 4.69882
C -3.81985 1.63936 3.64611
C -2.47378 1.29931 3.75609
C -1.77753 1.58532 4.92793
C -2.42065 2.20998 5.97787
C -1.76050 0.67190 2.60671
O -2.30051 0.67522 1.46951
O -0.63306 0.15514 2.79858
H -5.50993 2.51525 4.61546
H -4.34724 1.42430 2.72872
H -0.73031 1.33903 5.01048
H -1.88210 2.43893 6.88215
Cl 3.01397 4.58349 1.26247
C 2.46326 3.27165 2.32057
Cl 3.81934 2.25753 2.81077
C 1.44904 2.41570 1.53462
O 0.27239 2.44283 1.91666
O 1.84601 1.77868 0.53913
H 1.99747 3.70745 3.20771
*
```

***

- Among the records above, which one has the lowest max |F|?
  C27H22IrN5O2S